1.
# C59H64N3P2S2Sb2Ta

C59H64N3P2S2Sb2Ta as an isolated structure at a distorted geometry (ωB97M-V with the def2-TZVPD basis set, the OMol25 dataset).

The highest occupied orbital energy comes out at -12.32 eV. As for the net charge: +2. The total energy is -4466.99983 hartree. The relative energy (zero: lowest compared OMol25 entry of this formula, charge and spin) comes out at 154.4 kJ/mol. The LUMO energy is -6.75 eV. The frontier orbital gap is 0.205 hartree. The max |F| comes out at 2.15 eV/A.

Last column: Löwdin charge in e.
Cartesian coordinates (Å):
Ta -0.5644 -0.3043 1.1373  1.047
C -0.6277 -4.8392 1.9983  -0.087
C -1.3971 -3.8992 2.9277  -0.511
C -0.6724 -3.3502 4.1618  -0.098
P -2.1253 -2.4876 2.0241  1.047
C -3.9073 -2.4700 2.5605  -0.506
C -4.2892 -1.7973 3.8674  -0.109
C -4.4451 -3.9190 2.6414  -0.112
C -2.3400 -2.8380 0.2497  -0.315
C -3.5235 -3.3101 -0.3390  -0.073
C -3.6615 -3.3743 -1.7106  -0.030
C -2.6308 -2.9354 -2.5364  -0.015
C -1.4648 -2.4453 -1.9899  -0.033
C -1.3213 -2.4147 -0.6011  -0.333
N -0.1189 -1.8779 -0.0093  -0.204
C 1.1597 -2.4605 -0.3702  -0.291
C 1.2538 -3.4688 -1.3165  -0.014
C 2.5000 -3.9571 -1.6799  -0.032
C 3.6575 -3.4387 -1.1159  -0.043
C 3.5455 -2.4714 -0.1303  -0.066
C 2.2988 -1.9922 0.2723  -0.329
P 2.0710 -0.9540 1.7405  1.039
C 3.4161 0.2912 1.5416  -0.538
C 3.3734 1.0958 0.2526  -0.132
C 3.7240 1.2103 2.7308  -0.110
C 2.6456 -2.0325 3.1467  -0.493
C 4.1423 -1.9440 3.4814  -0.085
C 2.3432 -3.5054 2.8726  -0.107
H -0.0826 -5.5807 2.5825  0.099
H -1.3167 -5.3702 1.3412  0.087
H 0.0861 -4.3329 1.3492  0.043
H -2.2493 -4.4635 3.3077  0.092
H 0.0357 -2.5574 3.9182  0.037
H -1.3893 -2.9281 4.8671  0.073
H -0.1336 -4.1444 4.6767  0.095
H -4.4146 -1.9356 1.7516  0.090
H -3.6889 -2.1570 4.7047  0.082
H -4.2238 -0.7237 3.7877  0.026
H -5.3247 -2.0515 4.0940  0.100
H -4.3398 -4.2973 3.6579  0.090
H -5.5106 -3.9182 2.4111  0.101
H -3.9624 -4.6400 1.9842  0.071
H -4.3538 -3.6148 0.2722  0.093
H -4.5772 -3.7514 -2.1395  0.124
H -2.7473 -2.9627 -3.6104  0.124
H -0.6694 -2.0807 -2.6282  0.099
H 0.3732 -3.8961 -1.7722  0.115
H 2.5550 -4.7453 -2.4169  0.121
H 4.6284 -3.7992 -1.4188  0.118
H 4.4459 -2.1042 0.3422  0.107
H 4.2604 -0.4025 1.4654  0.086
H 2.6130 1.8785 0.2766  0.007
H 4.3354 1.5920 0.1185  0.091
H 3.1990 0.4842 -0.6360  0.062
H 3.1097 2.1047 2.7061  0.051
H 3.6070 0.7362 3.7027  0.055
H 4.7659 1.5201 2.6544  0.102
H 2.0766 -1.6841 4.0162  0.093
H 4.7576 -2.2755 2.6465  0.080
H 4.4872 -0.9670 3.8024  0.062
H 4.3358 -2.6384 4.2996  0.100
H 3.1212 -3.9303 2.2399  0.092
H 2.3344 -4.0581 3.8109  0.100
H 1.3976 -3.6686 2.3725  0.023
S 0.4626 1.7866 1.9184  0.595
C -0.1184 1.1592 3.4666  -0.656
C 0.7233 1.1733 4.5940  -0.028
C 0.2342 0.8084 5.8222  -0.154
C 1.1199 0.8187 6.9621  -0.148
N 1.8613 0.8107 7.8342  0.217
C -1.1139 0.4243 5.9557  -0.152
C -1.9412 0.3893 4.8600  -0.028
C -1.4486 0.7422 3.5880  -0.641
S -2.5205 0.7660 2.1659  0.603
C -1.6412 0.0334 7.2418  -0.147
N -2.0809 -0.3214 8.2377  0.218
H 1.7444 1.5048 4.5042  0.106
H -2.9668 0.1150 5.0040  0.100
C -0.1542 5.0277 -1.6977  -0.369
C -1.5730 4.5264 -1.3962  -0.341
C -1.6590 3.3487 -0.4271  -0.387
Sb -1.2701 1.3508 -1.0417  1.392
C -0.5176 0.5388 -2.8178  -0.443
C 0.7798 0.0283 -2.7888  -0.208
C 1.2795 -0.6589 -3.8840  -0.071
C 0.4998 -0.8056 -5.0253  -0.053
C -0.7850 -0.2877 -5.0560  -0.053
C -1.3083 0.3731 -3.9480  -0.108
C -3.3200 0.9355 -1.4091  -0.370
C -3.9780 1.7866 -2.2993  -0.133
C -5.3332 1.6319 -2.5572  -0.053
C -6.0525 0.6277 -1.9243  -0.055
C -5.4102 -0.2197 -1.0364  -0.063
C -4.0539 -0.0601 -0.7791  -0.158
Sb 1.2179 3.4480 -2.1221  1.505
C 0.9537 3.3473 -4.2225  -0.374
C -0.2745 3.7035 -4.7739  -0.136
C -0.4918 3.6106 -6.1427  -0.076
C 0.5236 3.1581 -6.9712  -0.074
C 1.7503 2.8008 -6.4303  -0.074
C 1.9652 2.8892 -5.0611  -0.122
C 3.0722 4.4144 -1.9893  -0.400
C 3.1753 5.8005 -1.8754  -0.116
C 4.4216 6.4101 -1.8398  -0.068
C 5.5743 5.6454 -1.9296  -0.068
C 5.4838 4.2665 -2.0493  -0.077
C 4.2384 3.6546 -2.0745  -0.163
H 0.2426 5.5483 -0.8223  0.064
H -0.1518 5.7317 -2.5298  0.070
H -2.1174 4.3102 -2.3160  0.075
H -2.1317 5.3411 -0.9241  0.121
H -2.6738 3.1706 -0.0648  0.057
H -0.9914 3.4793 0.4282  0.009
H 1.4102 0.1539 -1.9169  0.060
H 2.2798 -1.0697 -3.8540  0.114
H 0.8967 -1.3163 -5.8903  0.116
H -1.3877 -0.3887 -5.9478  0.117
H -2.3225 0.7355 -3.9911  0.094
H -3.4494 2.5773 -2.8179  0.094
H -5.8277 2.2952 -3.2527  0.116
H -7.1076 0.5110 -2.1252  0.115
H -5.9638 -1.0082 -0.5438  0.110
H -3.5794 -0.7490 -0.0942  0.033
H -1.0760 4.0764 -4.1514  0.076
H -1.4456 3.9042 -6.5579  0.108
H 0.3617 3.0966 -8.0380  0.109
H 2.5477 2.4607 -7.0757  0.109
H 2.9375 2.6148 -4.6673  0.096
H 2.2921 6.4223 -1.8186  0.091
H 4.4929 7.4850 -1.7532  0.112
H 6.5431 6.1233 -1.9129  0.111
H 6.3821 3.6708 -2.1265  0.108
H 4.1881 2.5748 -2.1657  0.082

Force components x, y, z for each atom (eV/Å):
Ta 0.27 -0.95 1.92
C 0.02 -0.04 -0.02
C -0.04 -0.25 0.07
C 0.11 0.02 -0.05
P 0.12 0.58 0.00
C -0.19 -0.30 -0.09
C 0.12 0.02 0.10
C 0.00 -0.03 -0.06
C -0.35 -0.24 -0.09
C 0.12 0.01 -0.02
C 0.12 0.02 0.08
C -0.02 0.00 -0.07
C -0.18 0.08 -0.07
C 0.65 0.41 0.03
N 0.63 0.08 -0.16
C -1.00 0.28 0.02
C 0.18 -0.23 -0.12
C -0.01 0.03 0.03
C -0.16 0.06 0.02
C -0.01 -0.06 0.01
C 0.33 -0.01 0.05
P -0.23 -0.12 -0.29
C 0.23 0.00 0.17
C -0.10 0.08 -0.22
C -0.06 -0.03 -0.02
C 0.24 0.01 0.20
C -0.02 0.03 0.08
C -0.12 0.02 -0.01
H 0.02 -0.02 0.01
H -0.06 -0.02 0.04
H -0.08 0.00 -0.03
H 0.06 -0.03 -0.04
H 0.05 0.00 -0.05
H -0.03 0.00 0.03
H 0.00 -0.05 0.02
H 0.05 -0.01 0.02
H 0.04 0.04 0.03
H -0.02 0.23 0.05
H -0.03 0.02 -0.01
H -0.01 0.01 0.03
H -0.04 0.02 0.01
H 0.01 0.02 -0.07
H -0.07 -0.05 0.03
H -0.07 -0.03 -0.03
H 0.00 -0.01 -0.05
H -0.06 -0.06 0.07
H 0.04 0.02 0.02
H 0.05 -0.04 -0.04
H 0.06 -0.03 -0.02
H 0.04 0.01 0.02
H 0.02 0.07 -0.02
H 0.06 -0.07 0.04
H 0.01 0.02 0.02
H 0.03 -0.07 0.07
H -0.03 0.08 -0.03
H -0.05 0.00 -0.01
H 0.03 0.06 0.01
H -0.01 -0.02 -0.05
H 0.02 -0.01 -0.08
H -0.01 -0.04 0.00
H -0.01 -0.02 0.03
H 0.01 -0.02 -0.04
H 0.02 -0.01 0.04
H 0.05 0.08 0.09
S 0.00 0.02 -0.15
C 0.34 0.08 -0.44
C -0.07 -0.10 -0.21
C 0.28 -0.01 0.35
C -0.39 0.00 -0.48
N 0.24 -0.01 0.29
C -0.15 -0.14 0.38
C 0.30 -0.01 -0.21
C -0.64 -0.08 -0.29
S -0.11 0.19 0.00
C 0.22 0.15 -0.52
N -0.13 -0.09 0.30
H 0.06 0.03 -0.04
H -0.20 -0.03 -0.05
C -0.08 0.03 0.07
C -0.06 0.07 0.08
C 0.20 0.29 0.01
Sb -0.72 -0.46 -0.11
C 0.32 0.05 -0.38
C -0.04 -0.11 -0.17
C 0.00 0.05 0.04
C -0.02 0.04 0.07
C -0.04 0.05 0.03
C 0.25 -0.10 -0.06
C -0.21 0.09 -0.02
C -0.17 -0.04 -0.06
C 0.07 -0.01 0.01
C 0.03 0.00 0.01
C 0.04 0.07 -0.02
C -0.04 -0.07 -0.05
Sb 0.00 -0.47 0.23
C -0.07 0.10 -0.07
C 0.05 -0.05 -0.16
C 0.08 -0.03 0.08
C -0.02 0.00 -0.01
C -0.01 -0.01 0.05
C -0.03 -0.01 -0.06
C 0.29 0.40 -0.11
C 0.08 -0.07 0.02
C -0.03 -0.01 0.00
C 0.01 -0.04 0.00
C -0.05 0.03 0.01
C -0.01 0.01 0.02
H 0.00 -0.02 -0.01
H -0.07 0.03 0.03
H 0.04 -0.05 -0.04
H 0.00 0.00 -0.03
H 0.03 0.30 0.05
H -0.13 0.09 -0.04
H -0.02 0.05 0.05
H 0.05 0.00 0.01
H 0.02 -0.04 -0.05
H -0.03 -0.01 -0.03
H -0.11 0.08 0.06
H 0.08 0.05 0.02
H -0.01 0.03 -0.03
H -0.05 -0.01 0.00
H -0.02 -0.02 0.03
H 0.01 0.10 0.01
H -0.05 0.05 0.09
H -0.05 0.01 -0.04
H 0.01 -0.01 -0.05
H 0.04 -0.02 -0.04
H 0.00 0.02 0.07
H -0.07 0.01 -0.01
H -0.01 0.04 0.01
H 0.04 0.03 0.01
H 0.05 -0.04 -0.01
H -0.04 -0.02 -0.02

2.
# C59H66GeN6O2SeSn

C59H66GeN6O2SeSn as an isolated structure at a distorted geometry (ωB97M-V with the def2-TZVPD basis set, the OMol25 dataset).

The highest occupied orbital energy comes out at -7.06 eV. The total energy is -7459.59822 hartree. The relative energy (zero: lowest compared OMol25 entry of this formula, charge and spin) comes out at 117.8 kJ/mol. The LUMO energy is -0.96 eV. The frontier orbital gap is 0.224 hartree. The max |F| comes out at 1.49 eV/A.

Last column: Löwdin charge in e.
Cartesian coordinates (Å):
Sn 0.5000 -0.3242 2.0106  1.397
O 4.4541 1.4399 2.8404  0.055
C 3.3828 1.1450 2.3333  -0.570
N 2.7209 -0.0189 2.4376  -0.112
C 3.1792 -0.8812 3.4542  -0.271
C 4.4822 -1.3277 3.5797  -0.039
C 4.8336 -2.1293 4.6543  -0.091
C 3.8925 -2.4628 5.6130  -0.092
C 2.5898 -2.0120 5.5000  -0.020
C 2.2237 -1.2250 4.4195  -0.240
N 0.9144 -0.8043 4.1877  -0.074
C 0.1620 -0.4335 5.2339  -0.507
O 0.5344 -0.1774 6.3710  0.058
C -1.3077 -0.4579 4.9426  -0.226
C -2.1877 0.0328 5.9017  -0.006
C -3.5213 -0.3151 5.8234  -0.048
C -3.9185 -1.1576 4.7962  -0.057
C -2.9763 -1.5407 3.8539  -0.134
N -1.7047 -1.1826 3.8992  0.088
C 2.6465 2.2002 1.5440  -0.209
C 3.2775 3.4295 1.3735  0.015
C 2.6114 4.4459 0.7192  -0.035
C 1.3463 4.1830 0.2137  -0.060
C 0.7986 2.9298 0.4219  -0.166
N 1.4146 1.9695 1.1001  0.031
H 5.2092 -1.0409 2.8349  0.104
H 5.8476 -2.4926 4.7494  0.096
H 4.1626 -3.0970 6.4459  0.097
H 1.8506 -2.2562 6.2476  0.111
H -1.7893 0.6281 6.7075  0.118
H -4.2253 0.0106 6.5746  0.110
H -4.9318 -1.5236 4.7270  0.107
H -3.2378 -2.2074 3.0473  0.097
H 4.2681 3.5509 1.7820  0.122
H 3.0654 5.4170 0.5938  0.112
H 0.7954 4.9345 -0.3316  0.110
H -0.1730 2.6749 0.0245  0.097
C -1.8954 3.2582 3.4433  -0.050
C -2.2475 2.5450 2.1397  -0.378
C -2.5146 3.5749 1.0357  -0.050
C -3.4224 1.6048 2.2551  -0.144
C -4.4926 1.9072 3.0799  -0.029
C -5.6029 1.0852 3.1216  -0.076
C -5.6182 -0.0686 2.3687  -0.068
C -4.5579 -0.4290 1.5431  -0.161
C -4.7140 -1.7877 0.8748  -0.348
C -3.4518 -2.4843 0.3652  -0.060
C -5.7454 -1.7147 -0.2595  -0.043
C -3.4607 0.4466 1.4564  -0.192
N -2.3715 0.1336 0.6411  0.152
C -2.4822 0.1760 -0.6288  -0.156
C -1.4980 -0.4299 -1.5724  -0.168
N -0.3429 -0.8544 -1.2363  0.177
C 0.5694 -1.2365 -2.2229  -0.168
C 1.1121 -0.2382 -3.0607  -0.142
C 2.0020 -0.5971 -4.0607  -0.051
C 2.3797 -1.9140 -4.2472  -0.086
C 1.8734 -2.8809 -3.4020  -0.041
C 0.9639 -2.5732 -2.3952  -0.147
C 0.3339 -3.7432 -1.6715  -0.356
C 0.1843 -3.5753 -0.1642  -0.064
C -1.0225 -4.0492 -2.3189  -0.046
C 0.7745 1.2232 -2.8833  -0.350
C 0.2373 1.8472 -4.1733  -0.040
C 2.0153 1.9802 -2.4142  -0.054
C -2.1432 -0.4397 -2.8981  -0.084
C -1.8386 -1.0078 -4.1114  0.002
C -2.7315 -0.8192 -5.1819  -0.049
C -3.8800 -0.0731 -5.0795  -0.005
C -4.2320 0.5168 -3.8436  -0.145
C -5.3692 1.3003 -3.5401  -0.005
C -5.5642 1.7675 -2.2617  -0.049
C -4.6944 1.4715 -1.1957  0.000
C -3.5826 0.7054 -1.4532  -0.092
C -3.3506 0.2798 -2.7794  -0.072
H -0.9063 3.7059 3.3616  0.082
H -1.8788 2.5558 4.2722  0.073
H -2.6018 4.0541 3.6680  0.079
H -1.3785 1.9342 1.8527  0.064
H -3.4367 4.1175 1.2362  0.090
H -2.6112 3.0900 0.0664  0.065
H -1.7008 4.2946 0.9838  0.069
H -4.4666 2.7926 3.6952  0.113
H -6.4434 1.3310 3.7517  0.107
H -6.4745 -0.7270 2.4313  0.120
H -5.1434 -2.4320 1.6531  0.131
H -3.2728 -2.2348 -0.6776  0.064
H -3.5778 -3.5633 0.4283  0.092
H -2.5732 -2.2083 0.9419  0.061
H -5.3673 -1.1116 -1.0820  0.063
H -6.6791 -1.2763 0.0865  0.079
H -5.9522 -2.7139 -0.6388  0.085
H 2.4059 0.1613 -4.7144  0.108
H 3.0678 -2.1812 -5.0368  0.109
H 2.1753 -3.9106 -3.5362  0.116
H 0.9812 -4.6107 -1.8505  0.132
H -0.3500 -2.6550 0.0709  0.014
H 1.1580 -3.5427 0.3208  0.063
H -0.3735 -4.4160 0.2421  0.085
H -1.7294 -3.2464 -2.1304  0.057
H -1.4358 -4.9692 -1.9137  0.081
H -0.9144 -4.1698 -3.3952  0.082
H 0.0107 1.3233 -2.1079  0.112
H 1.0170 1.8990 -4.9277  0.077
H -0.1086 2.8594 -3.9782  0.083
H -0.5933 1.2732 -4.5778  0.066
H 2.8027 1.9231 -3.1596  0.060
H 2.3916 1.5513 -1.4875  0.049
H 1.7749 3.0279 -2.2498  0.076
H -0.9443 -1.5895 -4.2589  0.113
H -2.4873 -1.2764 -6.1279  0.109
H -4.5232 0.0536 -5.9395  0.116
H -6.0828 1.5287 -4.3202  0.116
H -6.4338 2.3709 -2.0502  0.108
H -4.9173 1.8332 -0.2043  0.115
C 7.8714 0.1431 -2.6910  -0.222
Ge 5.9589 0.6792 -2.6360  0.806
C 5.7226 2.2262 -1.4190  -0.224
C 5.4354 1.1084 -4.5175  -0.213
C 4.8843 -0.8756 -1.9590  -0.566
Se 4.1400 -0.5762 -0.1601  0.915
C 3.8859 -2.4441 0.3249  -0.381
H 8.4784 0.9411 -3.1108  0.012
H 8.0036 -0.7419 -3.3079  0.013
H 8.2414 -0.0757 -1.6942  0.015
H 6.4196 3.0282 -1.6416  0.017
H 5.8905 1.8955 -0.3977  0.003
H 4.7123 2.6174 -1.4753  -0.007
H 6.2110 1.7031 -4.9905  0.011
H 4.5129 1.6756 -4.5647  -0.012
H 5.3076 0.2013 -5.1007  0.011
H 5.5220 -1.7568 -1.8981  0.013
H 4.0495 -1.0984 -2.6190  -0.034
H 3.3374 -2.9500 -0.4669  0.006
H 3.3213 -2.4661 1.2548  0.001
H 4.8577 -2.9108 0.4764  0.029

Force components x, y, z for each atom (eV/Å):
Sn 1.25 -0.13 0.81
O 0.06 0.14 -0.08
C -0.19 0.06 0.04
N -0.74 -0.18 -0.10
C -0.15 -0.10 0.46
C 0.11 -0.14 -0.07
C 0.18 -0.04 -0.02
C -0.08 -0.13 0.01
C 0.00 -0.12 0.10
C 0.48 0.08 -0.19
N -0.05 0.20 -0.70
C -0.02 0.21 -0.03
O -0.05 0.04 0.06
C -0.50 -0.03 0.42
C 0.12 0.06 -0.09
C 0.00 -0.16 -0.18
C 0.08 -0.07 0.10
C -0.30 -0.07 0.07
N 0.20 -0.02 0.06
C 0.35 0.54 0.02
C -0.01 -0.09 -0.03
C -0.15 -0.19 -0.06
C -0.01 0.01 0.04
C -0.18 0.15 -0.11
N 0.09 -0.33 0.26
H 0.07 0.03 -0.02
H 0.06 0.02 -0.02
H 0.05 0.01 0.06
H 0.01 -0.03 0.05
H 0.05 -0.01 0.11
H -0.07 0.08 0.04
H -0.05 0.01 -0.01
H -0.15 -0.03 -0.11
H 0.07 -0.04 0.03
H 0.06 0.08 -0.02
H -0.09 0.02 -0.04
H -0.17 0.02 -0.01
C 0.04 -0.20 -0.11
C 0.13 0.10 0.03
C 0.18 -0.22 0.03
C 0.20 -0.09 -0.10
C -0.03 -0.07 -0.06
C -0.12 0.03 -0.06
C 0.01 0.21 -0.11
C -0.03 0.02 0.02
C -0.10 -0.04 -0.31
C -0.07 -0.04 0.26
C 0.00 -0.13 0.17
C -0.82 0.24 0.40
N 0.52 -0.24 -0.96
C -0.41 0.44 1.25
C 1.17 -0.72 -0.29
N -0.90 0.55 0.56
C 0.56 -0.23 -0.85
C -0.08 -0.05 0.25
C -0.07 -0.12 -0.03
C -0.08 -0.02 -0.03
C 0.03 0.08 -0.11
C -0.01 -0.06 0.11
C -0.20 -0.02 0.06
C 0.06 0.07 -0.05
C 0.21 -0.09 0.04
C 0.06 0.19 -0.11
C -0.10 -0.08 0.20
C -0.16 -0.04 0.11
C -0.22 -0.05 -0.56
C 0.03 0.04 0.41
C -0.19 0.05 -0.25
C 0.06 -0.02 0.01
C 0.24 -0.08 0.32
C -0.01 0.01 0.09
C -0.19 0.05 -0.24
C 0.40 -0.16 0.10
C -0.51 0.29 -0.36
C 0.01 0.01 0.11
H 0.07 0.09 -0.02
H 0.00 -0.04 0.17
H -0.09 0.08 0.07
H -0.13 0.13 -0.05
H -0.10 0.04 0.06
H -0.05 0.00 -0.17
H 0.09 0.12 -0.04
H 0.06 0.13 0.05
H -0.09 0.04 0.11
H -0.05 -0.11 0.01
H 0.04 0.08 -0.05
H 0.14 -0.03 -0.13
H -0.04 -0.11 -0.06
H 0.14 -0.09 -0.01
H -0.02 0.01 -0.06
H -0.10 0.04 -0.03
H -0.04 -0.10 -0.05
H 0.05 0.14 -0.03
H 0.06 -0.01 -0.03
H -0.03 -0.11 0.02
H -0.04 0.11 0.01
H -0.02 -0.12 0.10
H 0.07 0.04 0.09
H -0.04 -0.09 0.11
H -0.13 0.13 0.01
H -0.10 -0.12 0.08
H -0.04 0.00 -0.11
H 0.11 0.06 -0.11
H 0.11 0.03 -0.15
H -0.03 0.16 -0.02
H -0.06 0.01 -0.07
H 0.14 -0.01 -0.14
H 0.11 0.00 0.09
H 0.05 0.13 0.00
H 0.13 -0.06 -0.05
H 0.01 -0.04 -0.14
H -0.03 0.01 -0.06
H -0.06 0.03 -0.02
H -0.11 0.06 -0.02
H -0.06 0.02 0.10
C -0.51 0.16 0.05
Ge 0.03 -0.15 -0.04
C 0.05 -0.43 -0.30
C 0.13 -0.09 0.60
C 0.05 0.30 0.15
Se 0.19 0.02 -0.51
C 0.03 0.08 -0.16
H 0.03 0.12 -0.05
H -0.04 -0.10 -0.07
H 0.02 -0.04 0.17
H 0.12 0.08 -0.11
H 0.06 -0.05 0.15
H -0.20 0.06 -0.06
H 0.16 0.09 -0.02
H -0.20 0.09 0.04
H 0.00 -0.19 -0.03
H 0.13 0.01 -0.06
H 0.13 0.03 -0.02
H -0.02 -0.03 0.00
H 0.03 -0.02 0.00
H -0.06 -0.03 0.02